(P)
The following is a quantum chemistry calculation of a 13-piece molecular cluster, ClH24O16 overall, from the Open Molecules 2025 dataset.

Structure (XYZ):
```
41
ClH24O16 the ωB97M-V functional and the def2-TZVPD basis
Cl 0.71 0.84 -0.23
O 0.13 0.60 1.13
O 2.21 1.14 -0.09
O 0.61 -0.40 -1.08
O 0.00 1.98 -0.84
O -1.24 -0.43 -3.35
H -0.58 -0.33 -2.70
H -0.89 -0.55 -4.24
O 0.67 -2.55 0.55
H 0.34 -1.67 0.30
H 1.24 -2.43 1.33
O 0.64 -1.14 3.25
H 0.24 -0.63 3.97
H 0.61 -0.47 2.57
O -2.03 0.94 2.97
H -1.92 1.78 2.60
H -2.89 1.01 3.38
O -2.49 0.38 0.24
H -3.18 0.94 -0.09
H -2.38 0.60 1.15
O 2.29 1.54 2.69
H 2.16 1.50 1.71
H 1.88 2.37 2.91
O 3.51 -1.33 0.16
H 3.31 -0.45 -0.15
H 3.42 -1.30 1.13
O 0.31 -2.67 -3.19
H -0.25 -1.98 -2.97
H 1.19 -2.34 -3.04
O 2.79 -1.40 -2.69
H 3.04 -2.25 -2.33
H 2.37 -0.95 -1.98
O -1.96 -2.04 -0.84
H -2.08 -1.18 -0.53
H -1.60 -2.48 -0.08
O -1.20 3.13 1.71
H -2.07 3.52 1.49
H -0.96 2.72 0.91
O -2.21 2.24 -2.05
H -1.32 2.40 -1.78
H -2.42 1.33 -1.88
```

**Net charge**: -1

Mulliken atomic charges, in units of e: Cl 1.641; O -0.404; O -0.955; O -0.142; O -0.896; O -0.682; H 0.301; H 0.295; O -0.676; H 0.181; H 0.285; O -0.631; H 0.274; H 0.420; O -0.557; H 0.360; H 0.236; O -0.568; H 0.278; H 0.205; O -0.607; H 0.343; H 0.285; O -0.628; H 0.344; H 0.305; O -0.705; H 0.336; H 0.430; O -0.808; H 0.313; H 0.374; O -0.629; H 0.407; H 0.273; O -0.725; H 0.326; H 0.358; O -0.697; H 0.483; H 0.257

=====

(Q)
The following is a quantum chemistry calculation of a 13-piece molecular cluster, ClH24O16 overall, from the Open Molecules 2025 dataset.

Structure (XYZ):
```
41
ClH24O16 the ωB97M-V functional and the def2-TZVPD basis
Cl -0.09 0.46 0.70
O -0.16 -0.81 1.47
O 0.53 1.52 1.54
O 0.78 0.36 -0.49
O -1.54 0.89 0.30
O 1.54 2.68 -2.14
H 0.92 2.24 -1.54
H 2.40 2.49 -1.81
O 1.83 3.95 0.64
H 1.13 3.54 1.13
H 1.47 4.70 0.17
O -4.15 0.29 -0.83
H -4.55 1.01 -1.32
H -3.50 0.76 -0.23
O 3.15 1.20 1.80
H 2.27 1.56 1.76
H 3.13 0.25 1.96
O -0.63 0.51 -3.67
H -0.83 0.08 -2.86
H -1.01 1.37 -3.40
O -1.34 2.80 -1.90
H -1.40 2.35 -1.04
H -2.17 3.33 -2.12
O 2.88 -1.36 1.63
H 1.93 -1.50 1.78
H 3.38 -1.59 2.41
O -2.01 -2.56 0.42
H -1.83 -3.48 0.48
H -1.39 -2.00 0.94
O 0.45 -2.05 3.94
H -0.23 -2.66 3.68
H 0.13 -1.22 3.58
O 0.73 -3.60 0.87
H 1.69 -3.64 0.91
H 0.66 -3.02 0.11
O 0.56 -2.13 -1.56
H 1.47 -2.44 -1.42
H 0.75 -1.15 -1.27
O -2.17 -1.03 -1.93
H -2.88 -0.51 -1.51
H -1.88 -1.59 -1.21
```

**Net charge**: -1

Mulliken atomic charges, in units of e: Cl 1.414; O -0.478; O -0.775; O -0.370; O -0.720; O -0.677; H 0.271; H 0.307; O -0.564; H 0.295; H 0.284; O -0.653; H 0.309; H 0.361; O -0.708; H 0.430; H 0.376; O -0.655; H 0.330; H 0.358; O -0.604; H 0.323; H 0.242; O -0.730; H 0.417; H 0.310; O -0.687; H 0.263; H 0.343; O -0.642; H 0.309; H 0.314; O -0.619; H 0.267; H 0.368; O -0.760; H 0.309; H 0.371; O -0.704; H 0.526; H 0.250

=====

The most stable structure shown above is (P); the least stable is (Q).